Entry 1:
This record from OMol25 describes a 5-piece molecular cluster, C36H62FN3O12S6 overall. The level of theory is wB97M-V/def2-TZVPD.

Results
total charge = 0
HOMO energy = -0.2906 hartree
gap between HOMO and LUMO = 7.884 eV
largest force on an atom = 3.1 eV Å⁻¹
lowest unoccupied orbital energy = -0.02 eV

Bonds (Å) are listed after each position.
Geometry (Å):
1 C 2.13901 -0.00555 -0.65905  C2 1.520, H31 1.085, H32 1.085, H33 1.078
2 C 2.63997 1.09808 -1.57710  C1 1.520, N3 1.473, H34 1.085, H35 1.086
3 N 1.59729 2.04369 -2.01153  C2 1.473, C4 1.487, C6 1.370
4 C 2.23971 3.34806 -2.32389  N3 1.487, C5 1.526, H36 1.089, H37 1.081
5 C 2.32712 4.24193 -1.09067  C4 1.526, H38 1.084, H39 1.084, H40 1.086
6 C 0.83245 1.56603 -3.04233  N3 1.370, S7 1.632, S8 1.775
7 S 0.90504 0.08596 -3.72571  C6 1.632
8 S -0.39722 2.63730 -3.74229  C6 1.775, C9 1.811
9 C -0.87409 3.82486 -2.46111  S8 1.811, C10 1.533, H41 1.086, H42 1.085
10 C -2.34320 4.22768 -2.63710  C9 1.533, C11 1.529, H43 1.085, H44 1.088
11 C -3.34156 3.07010 -2.62602  C10 1.529, C12 1.537, H45 1.079, H46 1.085
12 C -3.55477 2.38034 -1.26903  C11 1.537, C13 1.476, C15 1.534, C22 1.575
13 C -2.43179 1.45902 -1.00624  C12 1.476, N14 1.157
14 N -1.48369 0.81946 -0.83125  C13 1.157
15 C -3.56422 3.43426 -0.15424  C12 1.534, C16 1.513, H47 1.082, H48 1.085
16 C -3.87742 2.92427 1.23533  C15 1.513, O17 1.198, O18 1.410
17 O -3.35931 1.99207 1.78129  C16 1.198
18 O -4.86937 3.66931 1.90573  C16 1.410, C19 1.380
19 C -4.58601 5.01490 2.01927  O18 1.380, C20 1.504, O21 1.218
20 C -3.18320 5.44806 2.34635  C19 1.504, H49 1.081, H50 1.082, H51 1.086
21 O -5.48130 5.83244 1.89914  C19 1.218
22 C -4.85335 1.48942 -1.31241  C12 1.575, C23 1.463, C25 1.530, C28 1.563
23 C -4.78975 0.39376 -0.34495  C22 1.463, N24 1.167
24 N -4.58217 -0.39174 0.49300  C23 1.167
25 C -6.12961 2.28642 -1.03726  C22 1.530, O26 1.413, H52 1.087, H53 1.083
26 O -7.24380 1.43610 -0.85861  C25 1.413, C27 1.414
27 C -7.66898 1.37109 0.48886  O26 1.414, H54 1.081, H55 1.088, H56 1.088
28 C -4.98172 0.78489 -2.70158  C22 1.563, C29 1.518, F30 1.376, H57 1.085
29 C -5.66933 -0.56788 -2.66221  C28 1.518, H58 1.080, H59 1.086, H60 1.081
30 F -5.65854 1.59279 -3.58551  C28 1.376
31 H 2.95313 -0.71317 -0.54344  C1 1.085
32 H 1.97377 0.42729 0.32233  C1 1.085
33 H 1.28425 -0.53238 -1.05136  C1 1.078
34 H 3.22382 0.71634 -2.40819  C2 1.085
35 H 3.33897 1.67412 -0.97855  C2 1.086
36 H 3.26565 3.16189 -2.63642  C4 1.089
37 H 1.74622 3.89562 -3.11481  C4 1.081
38 H 3.08475 5.00049 -1.24982  C5 1.084
39 H 1.37274 4.67728 -0.81853  C5 1.084
40 H 2.68773 3.64407 -0.25841  C5 1.086
41 H -0.70623 3.47416 -1.44709  C9 1.086
42 H -0.28053 4.72180 -2.60217  C9 1.085
43 H -2.58372 5.02750 -1.94525  C10 1.085
44 H -2.40561 4.66455 -3.63108  C10 1.088
45 H -3.02186 2.38112 -3.39200  C11 1.079
46 H -4.29427 3.47270 -2.95355  C11 1.085
47 H -2.60914 3.93799 -0.07836  C15 1.082
48 H -4.29964 4.18404 -0.42771  C15 1.085
49 H -3.17236 5.90212 3.32743  C20 1.081
50 H -2.86901 6.20705 1.64272  C20 1.082
51 H -2.44059 4.65625 2.33345  C20 1.086
52 H -6.05300 2.91394 -0.15292  C25 1.087
53 H -6.37330 2.95180 -1.85678  C25 1.083
54 H -8.40837 0.58455 0.54161  C27 1.081
55 H -8.07969 2.31441 0.84214  C27 1.088
56 H -6.86212 1.06912 1.15410  C27 1.088
57 H -3.99627 0.58834 -3.11018  C28 1.085
58 H -6.58690 -0.55309 -2.09196  C29 1.080
59 H -5.94734 -0.77102 -3.69252  C29 1.086
60 H -4.98108 -1.34905 -2.37265  C29 1.081
61 O -5.88811 -4.86153 1.88086  S62 1.440
62 S -6.02612 -4.45040 3.25430  O61 1.440, O63 1.441, C64 1.796, C67 1.798
63 O -7.27125 -4.60548 3.96248  S62 1.441
64 C -4.69823 -5.20048 4.20368  S62 1.796, C65 1.526, H68 1.087, H69 1.089
65 C -3.56161 -4.18719 4.10317  C64 1.526, C66 1.529, H70 1.090, H71 1.092
66 C -4.20080 -2.81222 4.29927  C65 1.529, C67 1.526, H72 1.092, H73 1.089
67 C -5.44389 -2.75709 3.41550  S62 1.798, C66 1.526, H74 1.087, H75 1.089
68 H -4.45629 -6.17347 3.78315  C64 1.087
69 H -5.04262 -5.31228 5.23118  C64 1.089
70 H -2.78807 -4.37725 4.84676  C65 1.090
71 H -3.10199 -4.24054 3.11451  C65 1.092
72 H -4.48024 -2.68849 5.34787  C66 1.092
73 H -3.51302 -2.00600 4.04711  C66 1.089
74 H -6.23283 -2.15267 3.85502  C67 1.087
75 H -5.19866 -2.38583 2.42111  C67 1.089
76 O 3.02136 -2.75923 1.92040  S77 1.446
77 S 2.17046 -3.40753 0.94716  O76 1.446, O78 1.440, C79 1.788, C82 1.794
78 O 2.51865 -3.44460 -0.44998  S77 1.440
79 C 1.81325 -5.06556 1.51433  S77 1.788, C80 1.524, H83 1.086, H84 1.089
80 C 0.56288 -4.90917 2.37187  C79 1.524, C81 1.536, H85 1.089, H86 1.093
81 C -0.35497 -3.94729 1.60310  C80 1.536, C82 1.532, H87 1.092, H88 1.088
82 C 0.50425 -2.76933 1.13421  S77 1.794, C81 1.532, H89 1.087, H90 1.088
83 H 2.66911 -5.45149 2.05967  C79 1.086
84 H 1.61700 -5.68018 0.63661  C79 1.089
85 H 0.08482 -5.86944 2.55842  C80 1.089
86 H 0.82808 -4.47147 3.33732  C80 1.093
87 H -0.77976 -4.45788 0.73670  C81 1.092
88 H -1.18327 -3.60320 2.21939  C81 1.088
89 H 0.16780 -2.37180 0.18026  C82 1.087
90 H 0.53730 -1.97218 1.87443  C82 1.088
91 O 6.01195 3.46655 -6.00511  S92 1.438
92 S 5.89413 3.86813 -4.62936  O91 1.438, O93 1.447, C94 1.789, C97 1.797
93 O 4.69007 3.60878 -3.87069  S92 1.447
94 C 7.30759 3.24657 -3.72635  S92 1.789, C95 1.525, H98 1.087, H99 1.090
95 C 8.35401 4.34829 -3.86150  C94 1.525, C96 1.535, H100 1.089, H101 1.092
96 C 7.60165 5.66901 -3.65025  C95 1.535, C97 1.534, H102 1.092, H103 1.089
97 C 6.32263 5.60831 -4.49555  S92 1.797, C96 1.534, H104 1.087, H105 1.088
98 H 7.61735 2.29488 -4.15097  C94 1.087
99 H 7.00387 3.11329 -2.68830  C94 1.090
100 H 9.16007 4.22178 -3.14079  C95 1.089
101 H 8.79001 4.32662 -4.86232  C95 1.092
102 H 7.34161 5.77454 -2.59511  C96 1.092
103 H 8.21045 6.52906 -3.92398  C96 1.089
104 H 5.49648 6.14028 -4.03097  C97 1.087
105 H 6.48540 5.98534 -5.50299  C97 1.088
106 O 5.22061 -7.43700 0.92910  S107 1.440
107 S 5.09825 -6.99924 2.29511  O106 1.440, O108 1.444, C109 1.789, C112 1.798
108 O 3.87049 -7.17866 3.03367  S107 1.444
109 C 6.45689 -7.68092 3.23811  S107 1.789, C110 1.526, H113 1.087, H114 1.090
110 C 7.56489 -6.64122 3.10162  C109 1.526, C111 1.535, H115 1.089, H116 1.092
111 C 6.88348 -5.27594 3.27003  C110 1.535, C112 1.534, H117 1.092, H118 1.089
112 C 5.61928 -5.28128 2.40081  S107 1.798, C111 1.534, H119 1.087, H120 1.088
113 H 6.72228 -8.65665 2.83859  C109 1.087
114 H 6.12649 -7.77517 4.27208  C109 1.090
115 H 8.34911 -6.79676 3.84088  C110 1.089
116 H 8.01767 -6.70831 2.11020  C110 1.092
117 H 6.60992 -5.13290 4.31723  C111 1.092
118 H 7.54477 -4.45764 2.99057  C111 1.089
119 H 4.81774 -4.69061 2.83817  C112 1.087
120 H 5.82144 -4.93479 1.38932  C112 1.088

=====

Entry 2:
This record from OMol25 describes a 8-piece molecular cluster, C36H63F11NO12PS overall. The level of theory is wB97M-V/def2-TZVPD.

Results
total charge = 0
HOMO energy = -0.3157 hartree
gap between HOMO and LUMO = 8.810 eV
largest force on an atom = 1.2 eV Å⁻¹
lowest unoccupied orbital energy = 0.22 eV

Bonds (Å) are listed after each position.
Geometry (Å):
1 C 5.44995 2.11622 -1.68549  C2 1.539, H35 1.088, H36 1.085, H37 1.090
2 C 4.45394 2.93337 -0.84440  C1 1.539, C3 1.521, H38 1.087, H39 1.088
3 C 3.09309 3.09006 -1.50656  C2 1.521, O4 1.435, H40 1.092, H41 1.090
4 O 2.16326 2.18170 -0.89894  C3 1.435, C5 1.395
5 C 1.19873 1.63732 -1.74722  O4 1.395, C6 1.524, H42 1.094, H43 1.088
6 C 1.67987 0.27994 -2.24623  C5 1.524, O7 1.200, O8 1.354
7 O 2.76415 0.11831 -2.73419  C6 1.200
8 O 0.76198 -0.70276 -2.08494  C6 1.354, C9 1.452
9 C 1.20521 -2.02363 -1.67481  O8 1.452, C10 1.554, N24 1.475, P31 1.891
10 C -0.08792 -2.60061 -1.03484  C9 1.554, C11 1.525, H44 1.089, H45 1.085
11 C 0.03297 -3.76432 -0.05740  C10 1.525, C12 1.535, H46 1.087, H47 1.088
12 C -0.28819 -5.17379 -0.57432  C11 1.535, F13 1.369, F14 1.373, C15 1.573
13 F -0.66766 -5.14933 -1.88997  C12 1.369
14 F -1.37528 -5.67752 0.09587  C12 1.373
15 C 0.89939 -6.20194 -0.49310  C12 1.573, F16 1.348, F17 1.345, S18 1.898
16 F 2.05351 -5.56474 -0.77386  C15 1.348
17 F 0.72300 -7.15870 -1.42245  C15 1.345
18 S 1.10452 -7.06965 1.18253  C15 1.898, F19 1.580, F20 1.592, F21 1.586, F22 1.585, F23 1.576
19 F -0.26685 -7.81484 0.93931  S18 1.580
20 F 0.36448 -5.87553 1.93051  S18 1.592
21 F 2.48540 -6.34689 1.47549  S18 1.586
22 F 1.89620 -8.24905 0.47882  S18 1.585
23 F 1.22665 -7.82141 2.56280  S18 1.576
24 N 2.26391 -1.97044 -0.64894  C9 1.475, C25 1.414, C28 1.390
25 C 3.63026 -2.13916 -0.97066  N24 1.414, O26 1.173, F27 1.317
26 O 4.46763 -1.32334 -0.87865  C25 1.173
27 F 3.89282 -3.37582 -1.34009  C25 1.317
28 C 2.09119 -1.28015 0.54505  N24 1.390, O29 1.181, F30 1.323
29 O 2.73740 -1.45587 1.51790  C28 1.181
30 F 1.10837 -0.39551 0.50480  C28 1.323
31 P 1.59343 -3.21446 -3.09095  C9 1.891, C32 1.834, C33 1.833
32 C 2.93536 -2.50802 -4.12206  P31 1.834, H48 1.087, H49 1.090, H50 1.082
33 C 0.17613 -3.05718 -4.24264  P31 1.833, C34 1.535, H51 1.086, H52 1.093
34 C -0.44386 -1.67052 -4.46178  C33 1.535, H53 1.089, H54 1.085, H55 1.086
35 H 5.32044 2.30662 -2.74902  C1 1.088
36 H 5.36574 1.05119 -1.49453  C1 1.085
37 H 6.46358 2.41830 -1.42391  C1 1.090
38 H 4.32574 2.42830 0.10920  C2 1.087
39 H 4.88847 3.91908 -0.69125  C2 1.088
40 H 2.70446 4.10444 -1.39495  C3 1.092
41 H 3.17880 2.85443 -2.56685  C3 1.090
42 H 0.98581 2.26518 -2.61756  C5 1.094
43 H 0.25588 1.51710 -1.21751  C5 1.088
44 H -0.49540 -1.76189 -0.47285  C10 1.089
45 H -0.81242 -2.77686 -1.82347  C10 1.085
46 H 0.98269 -3.80850 0.46922  C11 1.087
47 H -0.71444 -3.60263 0.71714  C11 1.088
48 H 2.60299 -1.63016 -4.66989  C32 1.087
49 H 3.15814 -3.28627 -4.85212  C32 1.090
50 H 3.84724 -2.30174 -3.57647  C32 1.082
51 H -0.60903 -3.77359 -4.01976  C33 1.086
52 H 0.60513 -3.38105 -5.19407  C33 1.093
53 H -0.92667 -1.37182 -3.53218  C34 1.089
54 H -1.24088 -1.70681 -5.19643  C34 1.085
55 H 0.29233 -0.89869 -4.66647  C34 1.086
56 C 1.96125 2.90509 4.82639  C57 1.510, H60 1.085, H61 1.091, H62 1.091
57 C 2.19513 2.78820 3.33895  C56 1.510, C58 1.510, O59 1.210
58 C 1.55398 1.61938 2.63061  C57 1.510, H63 1.093, H64 1.090, H65 1.085
59 O 2.86725 3.59921 2.74357  C57 1.210
60 H 2.47309 3.78190 5.20928  C56 1.085
61 H 0.89384 3.00057 5.03294  C56 1.091
62 H 2.34392 2.01929 5.33652  C56 1.091
63 H 0.46890 1.66802 2.74861  C58 1.093
64 H 1.91832 0.68258 3.05099  C58 1.090
65 H 1.80486 1.66504 1.57604  C58 1.085
66 C -3.41301 -6.76586 1.96227  C67 1.509, H70 1.085, H71 1.089, H72 1.091
67 C -4.30469 -5.90616 2.82406  C66 1.509, C68 1.511, O69 1.208
68 C -4.23202 -6.13261 4.31585  C67 1.511, H73 1.091, H74 1.091, H75 1.087
69 O -5.03963 -5.07470 2.34571  C67 1.208
70 H -3.56007 -6.50650 0.91852  C66 1.085
71 H -2.36900 -6.60405 2.22826  C66 1.089
72 H -3.65642 -7.81998 2.10675  C66 1.091
73 H -3.21732 -5.94993 4.67314  C68 1.091
74 H -4.50691 -7.16167 4.55180  C68 1.091
75 H -4.91648 -5.45494 4.82022  C68 1.087
76 C -3.44927 0.94382 -5.32418  C77 1.504, H80 1.084, H81 1.090, H82 1.088
77 C -3.28960 0.44787 -6.73522  C76 1.504, C78 1.512, O79 1.211
78 C -3.65164 1.40907 -7.84441  C77 1.512, H83 1.091, H84 1.091, H85 1.088
79 O -2.88649 -0.66743 -6.98056  C77 1.211
80 H -3.16074 0.15852 -4.63444  C76 1.084
81 H -2.81465 1.81404 -5.15976  C76 1.090
82 H -4.48848 1.20837 -5.13856  C76 1.088
83 H -3.03165 2.30444 -7.77869  C78 1.091
84 H -4.69972 1.69959 -7.75784  C78 1.091
85 H -3.49080 0.93216 -8.80869  C78 1.088
86 C 1.58213 3.32412 9.54361  C87 1.509, H90 1.087, H91 1.091, H92 1.091
87 C 2.55577 4.06711 8.66157  C86 1.509, C88 1.509, O89 1.209
88 C 3.91624 4.36092 9.24461  C87 1.509, H93 1.091, H94 1.091, H95 1.087
89 O 2.25986 4.41085 7.54106  C87 1.209
90 H 0.64668 3.17704 9.00935  C86 1.087
91 H 1.99444 2.35254 9.81993  C86 1.091
92 H 1.38968 3.89537 10.45288  C86 1.091
93 H 4.41909 3.42965 9.50951  C88 1.091
94 H 3.81410 4.97266 10.14212  C88 1.091
95 H 4.51767 4.89616 8.51394  C88 1.087
96 C 2.25461 7.06161 3.27626  C97 1.510, H100 1.088, H101 1.090, H102 1.091
97 C 2.01310 7.77430 4.58540  C96 1.510, C98 1.509, O99 1.210
98 C 2.01233 6.91649 5.82645  C97 1.509, H103 1.089, H104 1.090, H105 1.088
99 O 1.82993 8.96904 4.63492  C97 1.210
100 H 2.23147 7.78264 2.46211  C96 1.088
101 H 3.22406 6.56245 3.28952  C96 1.090
102 H 1.48496 6.30660 3.11104  C96 1.091
103 H 2.97454 6.41874 5.93986  C98 1.089
104 H 1.23348 6.15718 5.75930  C98 1.090
105 H 1.82787 7.53886 6.69955  C98 1.088
106 C -2.40397 3.99142 -1.06803  C107 1.510, H110 1.087, H111 1.091, H112 1.091
107 C -2.19770 4.02839 -2.56300  C106 1.510, C108 1.509, O109 1.209
108 C -1.99000 5.38648 -3.18820  C107 1.509, H113 1.091, H114 1.091, H115 1.087
109 O -2.19841 3.01786 -3.22621  C107 1.209
110 H -2.54114 2.96177 -0.74620  C106 1.087
111 H -1.53601 4.41463 -0.55951  C106 1.091
112 H -3.28682 4.57225 -0.79728  C106 1.091
113 H -1.10627 5.86364 -2.76179  C108 1.091
114 H -2.85675 6.02166 -2.99998  C108 1.091
115 H -1.85398 5.27598 -4.26123  C108 1.087
116 C -6.25986 -2.08923 -2.36172  C117 1.510, H120 1.087, H121 1.091, H122 1.091
117 C -6.21690 -1.78717 -3.84042  C116 1.510, C118 1.510, O119 1.208
118 C -7.20239 -2.52368 -4.71507  C117 1.510, H123 1.091, H124 1.091, H125 1.087
119 O -5.42976 -0.99518 -4.30240  C117 1.208
120 H -5.50520 -1.49826 -1.84839  C116 1.087
121 H -7.24311 -1.84414 -1.95752  C116 1.091
122 H -6.06439 -3.14855 -2.18849  C116 1.091
123 H -8.22298 -2.29558 -4.40366  C118 1.091
124 H -7.04265 -3.59980 -4.63403  C118 1.091
125 H -7.06651 -2.21962 -5.75002  C118 1.087